{
  "formula": "C49H52BCuGeN7O2",
  "method": "ωB97M-V/def2-TZVPD",
  "elements": ["Cu", "C", "C", "C", "C", "N", "N", "B", "N", "N", "C", "C", "C", "C", "C", "C", "C", "C", "C", "C", "N", "N", "C", "C", "C", "C", "C", "C", "C", "C", "C", "C", "C", "C", "C", "C", "C", "C", "H", "H", "H", "H", "H", "H", "H", "H", "H", "H", "H", "H", "H", "H", "H", "H", "H", "H", "H", "H", "H", "H", "H", "H", "H", "H", "H", "H", "C", "C", "C", "C", "C", "C", "N", "C", "C", "C", "C", "C", "C", "C", "O", "O", "C", "C", "H", "H", "H", "H", "H", "H", "H", "H", "H", "H", "H", "H", "H", "H", "C", "Ge", "C", "C", "C", "H", "H", "H", "H", "H", "H", "H", "H", "H", "H"],
  "xyz": [[-0.13941, -0.60404, 0.57647], [-5.67344, 1.47949, 2.66825], [-4.44900, 0.72700, 3.07598], [-4.03940, 0.34853, 4.33740], [-2.80484, -0.30582, 4.12465], [-2.50324, -0.31057, 2.83698], [-3.50107, 0.31543, 2.19950], [-3.49331, 0.48558, 0.65889], [-3.17334, -0.86467, -0.02573], [-2.05606, -1.58172, 0.22246], [-2.20202, -2.73908, -0.41066], [-3.42123, -2.76877, -1.10758], [-4.01002, -1.55636, -0.83168], [-5.33704, -1.05561, -1.30015], [-1.23331, -3.83774, -0.28118], [-1.10843, -4.78731, -1.29396], [-0.23100, -5.85267, -1.16197], [0.53659, -5.98204, -0.01232], [0.42510, -5.03314, 0.99641], [-0.45196, -3.96689, 0.86677], [-2.56710, 1.64086, 0.23879], [-1.30752, 1.75066, 0.69600], [-0.84463, 2.90841, 0.24388], [-1.81653, 3.55496, -0.54578], [-2.89859, 2.70700, -0.52806], [-4.20128, 2.85636, -1.24283], [0.49699, 3.41300, 0.57275], [0.74243, 4.78737, 0.55572], [2.00132, 5.29270, 0.84711], [3.03703, 4.42837, 1.17767], [2.79560, 3.06011, 1.20991], [1.54258, 2.55196, 0.90187], [-1.88340, -0.94162, 5.07973], [-0.67102, -1.46520, 4.62118], [0.21243, -2.06217, 5.50418], [-0.09371, -2.15582, 6.85823], [-1.29668, -1.64012, 7.32002], [-2.18340, -1.03715, 6.43691], [-6.25860, 1.72619, 3.55491], [-5.41634, 2.40895, 2.15595], [-6.30082, 0.89791, 1.98988], [-4.56084, 0.53245, 5.26331], [-4.60572, 0.78818, 0.32306], [-3.83021, -3.56985, -1.70116], [-5.79067, -1.81008, -1.94389], [-6.01404, -0.85705, -0.46791], [-5.23934, -0.13239, -1.87190], [-1.68437, -4.66682, -2.20358], [-0.13144, -6.57120, -1.96723], [1.23149, -6.80747, 0.09073], [1.03502, -5.11557, 1.88695], [-0.52481, -3.21011, 1.63894], [-1.72459, 4.47506, -1.09972], [-4.19905, 3.80113, -1.78729], [-4.35051, 2.05167, -1.96480], [-5.05304, 2.85093, -0.55968], [-0.06750, 5.46656, 0.31702], [2.17161, 6.36334, 0.82169], [4.02287, 4.81610, 1.40686], [3.59508, 2.37583, 1.47040], [1.36329, 1.48042, 0.91981], [-0.41987, -1.37995, 3.56849], [1.15298, -2.44762, 5.12498], [0.60147, -2.62190, 7.54695], [-1.54699, -1.70437, 8.37324], [-3.12019, -0.63554, 6.80649], [1.09205, 4.70993, -5.78059], [1.60804, 3.73135, -4.75410], [1.86722, 4.17781, -3.46194], [2.28855, 3.29049, -2.48248], [2.48570, 1.95703, -2.78436], [2.25331, 1.50106, -4.08165], [2.50873, 0.18279, -4.43383], [2.49096, -0.92810, -3.57409], [3.52805, -1.85510, -3.67723], [3.54241, -2.99899, -2.89266], [2.54122, -3.19594, -1.95392], [1.52682, -2.25521, -1.83383], [1.45176, -1.13888, -2.65848], [0.17176, -0.28514, -2.62061], [-0.30558, 0.02093, -3.72507], [-0.28836, -0.01710, -1.48251], [1.78753, 2.38437, -5.06832], [1.42249, 1.81073, -6.41018], [1.08217, 5.71843, -5.36585], [0.07134, 4.46675, -6.08727], [1.70901, 4.72253, -6.68323], [1.71381, 5.22293, -3.21507], [2.46709, 3.64209, -1.47480], [2.80561, 1.26285, -2.01678], [2.73671, 0.00057, -5.39232], [4.33527, -1.65566, -4.37489], [4.35221, -3.71292, -2.99354], [2.54491, -4.06775, -1.31088], [0.75022, -2.39167, -1.09437], [0.79902, 0.92552, -6.25539], [2.30352, 1.50554, -6.99037], [0.86992, 2.52095, -7.02222], [3.33012, -3.17005, 1.99300], [3.08215, -1.20472, 1.93295], [4.16826, -0.62464, 0.38558], [4.06053, -0.54268, 3.53375], [1.26882, -0.62939, 1.85589], [4.36532, -3.42225, 2.23984], [3.08613, -3.60035, 1.01953], [2.67198, -3.62037, 2.74043], [5.22931, -0.84134, 0.54192], [4.05669, 0.44866, 0.21506], [3.83310, -1.13805, -0.51637], [5.07258, -0.95469, 3.58395], [3.52633, -0.81579, 4.44757], [4.12947, 0.54756, 3.50323], [1.07277, 0.05181, 2.69817]],
  "forces_ev_per_a": [[-0.0075, -0.0494, -0.1059], [0.0069, 0.0119, -0.0038], [0.0379, 0.0642, 0.0118], [-0.0059, -0.0172, 0.0038], [-0.0008, 0.0013, 0.0105], [-0.0210, -0.0238, -0.0080], [-0.0248, -0.0769, -0.0174], [0.0040, 0.0726, 0.0540], [0.0435, 0.0341, -0.0369], [-0.0612, 0.0080, -0.1237], [0.0154, -0.0416, 0.0315], [-0.0044, -0.0121, 0.0178], [0.0075, -0.0059, 0.0402], [-0.0073, -0.0114, -0.0001], [0.0210, 0.0144, -0.0140], [-0.0067, 0.0074, 0.0058], [0.0141, 0.0073, 0.0014], [0.0009, -0.0045, 0.0018], [0.0099, 0.0120, -0.0021], [0.0044, -0.0162, 0.0135], [-0.0176, -0.0500, -0.0874], [0.0529, 0.1030, 0.1975], [-0.0105, -0.0197, -0.0808], [-0.0058, -0.0122, 0.0230], [0.0077, 0.0139, -0.0294], [-0.0025, -0.0144, -0.0016], [-0.0029, 0.0343, 0.0126], [0.0212, -0.0113, -0.0272], [0.0047, -0.0135, -0.0067], [-0.0096, 0.0040, -0.0044], [0.0257, -0.0162, 0.0196], [-0.0281, -0.0103, 0.0513], [0.0090, 0.0030, 0.0012], [-0.0056, 0.0035, 0.0159], [0.0088, -0.0096, -0.0058], [-0.0024, 0.0022, -0.0013], [0.0043, -0.0037, -0.0044], [-0.0062, -0.0065, 0.0072], [-0.0030, 0.0018, -0.0010], [-0.0039, -0.0015, -0.0010], [0.0044, -0.0019, 0.0038], [0.0016, -0.0034, 0.0002], [-0.0030, -0.0074, 0.0091], [0.0009, 0.0038, 0.0021], [0.0023, 0.0020, -0.0007], [-0.0021, -0.0041, -0.0024], [0.0059, 0.0088, 0.0036], [0.0005, -0.0037, 0.0002], [-0.0014, -0.0024, 0.0011], [-0.0019, -0.0004, 0.0003], [-0.0087, 0.0016, -0.0106], [0.0001, -0.0026, -0.0027], [0.0019, -0.0010, -0.0012], [-0.0055, -0.0004, -0.0020], [0.0061, -0.0052, -0.0032], [0.0044, -0.0006, 0.0024], [-0.0042, -0.0037, -0.0085], [-0.0001, 0.0000, -0.0006], [-0.0022, 0.0042, 0.0036], [-0.0122, -0.0071, -0.0049], [0.0112, 0.0150, -0.0355], [-0.0120, 0.0063, -0.0016], [-0.0187, 0.0102, 0.0138], [-0.0011, 0.0025, -0.0006], [-0.0005, -0.0007, 0.0008], [0.0000, -0.0007, -0.0019], [0.0114, -0.0072, -0.0036], [-0.0080, 0.0186, 0.0189], [-0.0102, 0.0000, -0.0301], [0.0088, 0.0207, 0.0089], [-0.0143, 0.0081, 0.0238], [-0.0165, 0.0052, -0.0084], [0.1410, 0.0320, 0.0118], [-0.0604, -0.0188, 0.0131], [0.0026, 0.0120, 0.0203], [0.0077, 0.0083, 0.0005], [-0.0031, 0.0023, 0.0170], [0.0172, -0.0160, -0.0231], [-0.0261, -0.0160, -0.0075], [0.0933, 0.0535, 0.0298], [0.0078, -0.0058, -0.0041], [-0.0561, -0.0157, -0.0088], [-0.0148, -0.0298, -0.0004], [0.0055, -0.0099, 0.0067], [-0.0018, 0.0004, -0.0015], [0.0000, -0.0011, -0.0007], [-0.0059, -0.0012, 0.0037], [-0.0028, -0.0040, 0.0009], [-0.0057, -0.0038, 0.0045], [0.0021, -0.0115, -0.0024], [-0.0685, -0.0157, -0.0301], [-0.0016, 0.0025, 0.0012], [-0.0002, -0.0026, -0.0019], [-0.0050, -0.0023, -0.0068], [-0.0180, 0.0028, 0.0025], [-0.0070, 0.0142, -0.0045], [-0.0006, -0.0005, -0.0014], [-0.0065, 0.0016, 0.0026], [-0.0330, -0.0350, -0.0145], [0.0325, 0.0085, -0.0165], [0.0159, 0.0617, -0.0093], [-0.0139, 0.0187, 0.0175], [-0.0712, 0.0164, 0.0551], [0.0052, 0.0050, -0.0190], [-0.0099, -0.0147, 0.0349], [0.0354, 0.0240, -0.0008], [-0.0090, -0.0210, -0.0061], [0.0035, -0.0132, 0.0191], [-0.0064, -0.0198, -0.0341], [0.0028, 0.0092, -0.0031], [0.0058, -0.0030, -0.0159], [0.0059, -0.0032, 0.0142], [0.0440, -0.0338, 0.0254]],
  "mulliken_spin": [0.03, 0.00, 0.00, 0.00, 0.00, 0.00, 0.00, 0.00, 0.00, 0.01, -0.01, 0.00, 0.00, 0.00, 0.01, 0.00, 0.00, 0.00, -0.01, 0.02, 0.00, 0.00, 0.01, 0.00, 0.00, 0.00, 0.03, 0.00, 0.00, 0.00, 0.02, -0.14, 0.02, -0.13, -0.03, 0.01, 0.00, 0.00, 0.00, 0.00, 0.00, 0.00, 0.00, 0.00, 0.00, 0.00, 0.00, 0.00, 0.00, 0.00, 0.00, 0.01, 0.00, 0.00, 0.00, 0.00, 0.00, 0.00, 0.00, 0.00, -0.02, 0.07, 0.00, 0.00, 0.00, 0.00, 0.00, 0.00, 0.00, 0.00, 0.00, 0.00, 0.00, 0.00, 0.00, 0.00, 0.00, 0.01, 0.00, 0.02, 0.00, 0.01, 0.00, 0.00, 0.00, 0.00, 0.00, 0.00, 0.00, 0.00, 0.00, 0.00, 0.00, 0.00, -0.02, 0.00, 0.00, 0.00, 0.05, 0.04, 0.07, 0.01, 1.00, 0.00, 0.00, -0.01, 0.00, -0.02, -0.02, 0.00, 0.00, 0.00, -0.06],
  "e_lumo_ev": [4.29, 4.29],
  "multiplicity": 2,
  "charge": -2,
  "e_homo_ev": [-1.10, -1.59],
  "de_lowest_kcal_mol": 0.0,
  "total_energy_ev": -168019.012,
  "orbital_gap_ha": [0.198, 0.216],
  "fmax_ev_per_a": 0.2
}